Formula: CH6N2O2
Source: OMol25
Level of theory: ωB97M-V/def2-TZVPD

Positions of all 11 atoms, in Å:
C (0.00, -0.46, 0.54)
N (-0.06, -0.18, -0.88)
N (1.32, 0.04, 0.96)
O (-1.27, -0.82, -1.32)
O (-0.22, 1.22, -1.03)
H (0.18, 1.43, -1.88)
H (-2.05, -0.46, -0.87)
H (1.57, -0.28, 1.89)
H (1.38, 1.05, 0.85)
H (-0.84, 0.02, 1.08)
H (0.00, -1.55, 0.66)

Gap between HOMO and LUMO ... 10.5 eV
LUMO level ... 0.956 eV
HOMO energy ... -9.5 eV
Electronic energy ... -8206.3714 eV
ΔE to the lowest compared entry with this formula, charge and spin ... 103.86 kcal/mol
SMILES ... NCN(O)O